{
  "formula": "C8H15ClGaNO2Sc",
  "method": "ωB97M-V/def2-TZVPD",
  "species": ["Sc", "Cl", "C", "C", "H", "H", "H", "H", "H", "H", "Ga", "C", "C", "H", "H", "H", "H", "H", "O", "C", "C", "C", "C", "O", "N", "H", "H", "H", "H"],
  "xyz": [[1.4707, 1.8786, -2.2684], [-0.8229, 1.8168, -1.8247], [1.4608, 1.7698, -4.4652], [1.7434, 3.9950, -2.7484], [2.0308, 2.6287, -4.8600], [1.6317, 0.9698, -5.1726], [0.4138, 2.0723, -4.6749], [2.3653, 4.0864, -3.6630], [2.0035, 4.8173, -2.0833], [0.7530, 4.3455, -3.1209], [-0.1762, -0.4132, -0.1115], [-0.8610, -1.0726, -1.9087], [1.6962, 0.2498, -0.3519], [-0.0310, -0.9079, -2.6029], [-1.0229, -2.1451, -1.8745], [-1.7367, -0.6491, -2.3965], [2.2635, 0.7460, 0.4813], [2.4339, -0.4526, -0.8330], [-3.1528, -1.8174, 0.7011], [-2.6671, -1.0551, 1.5127], [-3.3013, -0.6348, 2.8482], [-2.2907, 0.2393, 3.5322], [-1.1528, 0.4245, 2.5479], [-0.1584, 1.1063, 2.7068], [-1.4548, -0.3417, 1.4218], [-4.2032, -0.0713, 2.5961], [-3.6200, -1.4446, 3.5085], [-2.7180, 1.2024, 3.7956], [-1.9629, -0.2070, 4.4709]],
  "orbital_gap_ha": 0.2627,
  "charge": -1,
  "e_above_lowest_kj_mol": 0.0
}